Entry 1:
A structure of composition C27H49F2NO2PdSi2, computed with the ωB97M-V functional and the def2-TZVPD basis.

## Properties
LUMO level (alpha / beta) in eV: 0.285 / -0.201
Orbital gap (alpha / beta) in eV: 6.94 / 8.06
Total charge: 0
Spin multiplicity: 3
E_HOMO (alpha / beta) in eV: -6.654 / -8.256

```
84
Properties=species:S:1:pos:R:3:forces:R:3
O -0.8396 -1.5787 -1.4157 0.407 -0.416 -1.373
O 0.7262 1.4933 -4.8511 -0.297 0.922 0.048
C -0.1504 -2.6838 -2.0078 -0.151 -0.531 -0.775
C -0.9353 -3.9504 -1.7345 -0.226 -0.204 0.162
H 0.8362 -2.7997 -1.5233 -0.440 0.477 -0.568
H -0.0627 -2.5622 -3.1343 0.394 0.015 1.494
H -1.0990 -4.0853 -0.6597 0.077 0.041 -0.123
H -0.4805 -4.8650 -2.1303 0.113 0.249 -0.020
H -1.9051 -3.8296 -2.1951 -0.475 -0.200 -0.111
C -1.7533 -0.8444 -2.2273 -1.306 0.616 0.139
C -1.7437 -1.0556 -3.7423 0.579 0.614 0.107
H -1.5689 0.2229 -2.0540 0.259 -0.069 0.119
H -2.7857 -0.9874 -1.8065 0.728 -0.258 -0.406
H -0.8501 -0.6004 -4.1965 0.037 -0.393 0.213
H -2.5508 -0.4981 -4.2325 -0.198 -0.318 0.416
H -1.7899 -2.1057 -3.9903 -0.260 -0.196 -0.346
C 0.3503 2.6078 -4.0233 0.856 -0.142 0.769
C 2.0985 1.1855 -4.7973 0.797 -0.402 0.630
C -1.0648 3.0370 -4.3424 0.537 -0.292 0.178
H 1.0683 3.4677 -4.1712 -0.578 -0.830 0.007
H 0.4381 2.2959 -2.9375 -0.060 0.340 -0.892
H -1.1596 3.1676 -5.4085 -0.162 0.135 -0.356
H -1.3005 3.9560 -3.8268 0.003 0.381 0.075
H -1.7741 2.3023 -4.0011 -0.317 -0.427 -0.004
C 2.6091 0.6833 -6.1357 -0.617 0.535 0.212
H 2.2852 0.4239 -4.0108 -0.166 0.163 -0.232
H 2.7114 2.0489 -4.4992 -0.309 0.128 -0.031
H 1.9938 -0.1506 -6.4574 0.121 -0.214 -0.181
H 3.6522 0.4054 -6.0409 0.140 -0.217 -0.058
H 2.5242 1.4920 -6.8661 0.020 -0.158 -0.066
H 0.4051 -0.5397 -0.2761 -4.633 0.255 1.128
Pd -0.7452 -0.4368 1.3318 4.143 2.540 1.244
C 1.3862 -0.5907 -0.3091 5.007 1.059 -0.937
Si 2.7623 0.3635 0.5395 1.225 0.586 -0.332
H 1.6581 -1.6767 -0.3188 0.061 1.227 -0.781
H 1.3582 0.0880 -1.2574 1.025 -1.913 0.462
C 4.2743 -0.3134 -0.4306 -0.188 -0.095 -0.094
C 3.2733 0.2004 2.3227 0.268 -0.185 1.261
C 2.6744 2.2229 0.1955 -0.066 0.116 -0.108
C -2.3078 -1.4587 1.1373 -1.559 -3.689 0.809
Si -3.4349 -0.0373 1.1345 0.276 -0.691 0.391
H -2.0978 -2.1121 2.0307 -1.199 0.536 -0.377
H -2.1267 -2.1394 0.3011 -0.336 0.386 -0.296
C -4.9366 -0.5731 0.2202 -1.452 -0.007 -0.440
C -2.7292 1.4866 0.2939 0.322 0.724 -0.382
C -3.7781 0.3119 2.9200 -0.525 0.422 0.760
H 2.1518 2.4170 -0.7593 0.209 0.089 0.347
H 3.7083 2.6302 0.1113 -0.673 -0.240 0.090
H 2.1476 2.7589 1.0088 0.222 -0.200 -0.433
H 4.2696 -1.4187 -0.3562 0.026 0.415 -0.222
H 5.2606 0.0190 -0.0657 -0.453 0.047 0.015
H 4.2030 -0.0170 -1.4955 0.023 -0.307 0.387
H 3.1673 -0.8618 2.6570 0.150 0.745 -0.034
H 2.6743 0.8506 3.0142 0.461 -0.631 -0.584
H 4.3657 0.4956 2.4474 -1.307 -0.366 -0.287
H -3.2018 1.6229 -0.6937 0.125 0.100 0.321
H -1.6258 1.4642 0.1219 -0.731 0.018 0.076
H -2.9338 2.3687 0.9313 0.044 -0.292 -0.402
H -4.6455 0.9901 2.9487 0.057 -0.183 0.307
H -2.9735 0.8039 3.4855 -0.043 -0.040 -0.447
H -4.0077 -0.6023 3.4923 -0.153 0.245 -0.359
H -5.8128 -0.0329 0.5958 -0.091 0.029 -0.086
H -5.1664 -1.6371 0.3368 0.196 0.096 0.210
H -4.9232 -0.4005 -0.8610 0.210 0.126 0.081
F -0.4207 4.5722 3.4136 0.272 -0.785 0.645
C -0.2097 3.2351 3.6693 -0.782 0.557 -3.638
C -0.4056 2.3684 2.5453 0.735 -0.073 3.391
C -0.2586 1.0117 2.8387 -0.209 -0.062 -1.922
C 0.1994 0.5064 4.0555 -0.146 1.525 1.198
C 0.3777 1.4740 5.0900 -0.326 -1.817 0.015
F 0.6740 1.0464 6.3777 -0.092 0.660 -1.116
C 0.1503 2.8210 4.9039 0.320 0.585 2.232
C 0.5074 -0.9276 4.1402 0.717 -0.594 0.703
C 1.1102 -1.5396 5.2743 -0.725 -0.357 -1.928
C 1.4874 -2.8763 5.1603 -0.005 0.554 1.044
C 1.2794 -3.5611 3.9847 -0.142 -0.891 -1.274
C 0.6820 -2.8991 2.9117 -0.141 0.213 0.360
N 0.2983 -1.6212 3.0087 0.314 -0.419 -0.061
H -0.6250 2.7476 1.5760 -0.302 0.309 -0.389
H 0.2132 3.5333 5.7654 0.023 -0.784 -0.982
H 1.2166 -0.9379 6.1389 0.310 0.022 0.724
H 1.9222 -3.3750 6.0297 -0.053 0.097 -0.330
H 1.5469 -4.6215 3.8371 -0.046 0.704 0.332
H 0.4817 -3.3957 1.9435 0.126 0.286 0.678
```
Forces are in eV/Å.

---

Entry 2:
A cluster of 3 separate species, C27H49F7O10P4S in total, computed with the ωB97M-V functional and the def2-TZVPD basis.

## Properties
LUMO level in eV: -0.305
Orbital gap in eV: 8.01
Total charge: 0
SMILES: CCP(CC)#P(CCc1ccccc1)S(=O)(=O)C(F)(F)C(F)(F)C(F)(F)F.CCOP(=O)(OCC)OCC.CCOP(=O)(OCC)OCC
E_HOMO in eV: -8.312

```
98
Properties=species:S:1:pos:R:3:forces:R:3
C 2.7540 1.1508 2.8623 -0.461 0.106 -1.051
C 2.8901 0.3858 1.4866 -0.178 -0.289 1.137
P 2.0267 1.2915 0.1136 -0.080 0.303 0.309
C 0.6954 0.1582 -0.5353 -0.109 -0.646 0.097
C -0.5961 0.4468 0.3214 1.361 0.369 -0.493
P 3.3213 1.8657 -1.5127 -0.458 0.328 -0.494
C 3.9464 3.5964 -1.1019 0.015 0.004 0.196
C 2.7124 4.5448 -0.9910 -0.317 -0.926 0.590
C 2.1914 4.7320 0.4421 0.007 0.173 -0.546
C 2.9915 4.6597 1.5817 -0.332 0.055 -0.183
C 2.4085 4.8102 2.8380 0.421 -0.085 0.652
C 1.0464 5.0292 3.0136 0.323 -0.024 -0.601
C 0.2635 5.1355 1.8611 -0.299 0.075 0.330
C 0.8262 4.9909 0.5975 -0.189 0.053 0.369
S 5.0425 0.5239 -1.6615 -1.053 -1.922 -1.958
O 5.1523 0.2405 -3.0743 0.539 1.327 -0.178
O 4.8490 -0.7214 -0.9556 0.321 0.908 1.560
C 6.6611 1.3442 -1.2392 1.161 -0.241 0.100
F 7.6333 0.5655 -1.7774 -0.438 -0.087 0.362
F 6.7919 2.5390 -1.8476 -0.791 -0.210 0.301
C 6.9825 1.4987 0.2805 0.935 0.812 0.029
F 7.8250 2.5658 0.3865 -0.173 -0.399 0.010
F 5.9061 1.8037 1.0380 -0.135 -0.418 -0.583
C 7.7464 0.3062 0.9400 0.051 -0.470 1.407
F 9.0294 0.2395 0.5892 -0.512 0.159 -0.343
F 7.1679 -0.8781 0.7505 0.084 0.480 -0.339
F 7.7230 0.5432 2.2769 -0.012 0.025 -0.526
H 2.2035 0.5238 3.5749 0.452 0.163 0.020
H 3.7248 1.4830 3.2493 -0.308 -0.174 0.034
H 2.1237 2.0319 2.6689 0.316 -0.099 0.391
H 2.3617 -0.5721 1.6342 0.197 0.253 -0.461
H 3.9350 0.1255 1.2871 -0.339 0.130 -0.248
H 0.9810 -0.9030 -0.4267 0.038 0.406 0.001
H 0.5302 0.3126 -1.6139 0.037 0.163 0.401
H -0.9921 1.4159 -0.0135 -0.216 -0.382 0.188
H -0.2559 0.5855 1.3613 -0.495 -0.241 -0.177
H -1.3267 -0.3646 0.2360 0.122 0.303 0.048
H 4.5859 3.9603 -1.9193 -0.100 -0.476 0.228
H 4.5332 3.5429 -0.1783 -0.081 0.359 -0.297
H 2.8769 5.5133 -1.4823 0.232 -0.263 0.196
H 1.8829 4.0565 -1.5393 0.247 0.379 0.043
H 4.0633 4.4651 1.5096 -0.330 0.105 0.054
H 3.0561 4.7313 3.7174 -0.242 0.030 -0.273
H 0.6257 5.1113 4.0148 0.042 0.027 -0.307
H -0.8071 5.3339 1.9671 0.335 -0.108 -0.142
H 0.1600 5.0659 -0.2657 0.345 -0.072 0.116
O -2.3189 0.4142 -5.2108 -0.570 2.473 -2.638
P -3.5259 1.0918 -4.6505 -0.927 -4.066 6.525
O -2.9989 1.6131 -3.1928 -0.180 0.314 -0.730
C -2.0856 2.7065 -3.1411 0.056 0.299 0.046
C -2.7922 4.0336 -3.3607 -0.034 0.005 -0.107
O -4.3795 -0.2264 -4.1611 -0.228 0.418 -0.719
C -4.1638 -1.5051 -4.7572 0.188 -0.302 0.181
C -3.2655 -2.3559 -3.8827 0.075 -0.013 0.173
O -4.9182 1.9919 -4.5378 1.860 0.882 -2.662
C -5.6585 2.2300 -5.7560 -0.423 -0.108 -0.165
C -6.3447 0.9752 -6.2655 0.160 -0.140 -0.023
H -1.2836 2.5658 -3.8726 -0.002 -0.063 0.028
H -1.6341 2.6920 -2.1477 -0.054 -0.146 -0.004
H -3.1722 4.1099 -4.3822 0.046 0.057 0.012
H -2.1090 4.8673 -3.1885 0.013 -0.028 -0.009
H -3.6471 4.1293 -2.6911 0.054 -0.015 0.045
H -3.7583 -1.4063 -5.7648 0.116 0.060 0.071
H -5.1413 -1.9848 -4.8518 -0.061 0.140 0.067
H -2.3254 -1.8485 -3.6640 0.005 0.041 -0.182
H -3.0434 -3.3090 -4.3660 -0.026 0.004 0.007
H -3.7484 -2.5547 -2.9241 -0.049 -0.034 -0.049
H -4.9893 2.6407 -6.5160 -0.063 0.072 -0.001
H -6.4048 2.9894 -5.5247 0.127 0.028 0.167
H -5.6155 0.2530 -6.6401 -0.038 -0.006 -0.016
H -7.0239 1.2181 -7.0841 0.028 0.056 0.024
H -6.9063 0.4899 -5.4681 -0.018 0.068 0.012
O -3.1894 -4.7994 2.3326 -1.537 -2.568 2.100
P -2.2575 -4.7482 3.4986 4.899 5.490 -2.396
O -2.3588 -3.1862 3.9713 -0.249 -0.783 0.266
C -3.5504 -2.7415 4.6186 -0.171 0.090 0.242
C -3.6019 -3.1863 6.0703 0.014 -0.139 -0.006
O -0.8206 -4.6870 2.6993 -0.242 -0.734 0.365
C -0.6971 -5.1883 1.3688 0.044 0.261 -0.269
C -0.7605 -4.0555 0.3666 -0.022 0.207 -0.114
O -1.4321 -5.1762 4.8761 -2.911 -1.669 -0.297
C -1.3776 -6.5809 5.2118 0.335 -0.324 0.044
C -0.4843 -7.3632 4.2657 -0.084 0.039 -0.192
H -4.4295 -3.0955 4.0716 0.035 0.026 -0.047
H -3.5463 -1.6524 4.5691 0.109 -0.034 -0.114
H -3.7023 -4.2719 6.1436 -0.054 0.031 0.037
H -4.4507 -2.7306 6.5825 -0.001 0.001 -0.037
H -2.6835 -2.9119 6.5895 -0.022 0.060 -0.025
H -1.4547 -5.9446 1.1603 -0.098 0.119 0.017
H 0.2749 -5.6831 1.2995 0.020 0.046 0.159
H -1.6655 -3.4586 0.4854 -0.106 -0.190 0.038
H -0.7353 -4.4458 -0.6527 0.038 0.023 0.001
H 0.0819 -3.3736 0.5003 0.066 -0.102 0.000
H -2.3891 -6.9942 5.2195 0.022 -0.023 0.091
H -0.9847 -6.6446 6.2260 -0.054 0.205 -0.001
H -0.9327 -7.4363 3.2720 0.028 -0.031 0.008
H -0.3313 -8.3774 4.6375 -0.037 0.035 0.043
H 0.4829 -6.8748 4.1534 -0.008 0.005 0.070
```
Forces are in eV/Å.

---

What max |F| values result from the calculations? In sequence: 5.20; 7.74 eV/Å.